90
Properties=species:S:1:pos:R:3:forces:R:3 method="wB97M-V/def2-TZVPD" mol_weight_g_mol=868.51 e_homo_ha="-0.3650 / -0.3666" gap_ev="6.967 / 7.722" multiplicity=2 total_charge=+1 e_above_lowest_kj_mol=67.6 fmax_ha_per_bohr=0.0355 e_tot_ev=-230662.4834
H 5.6436 -0.1034 -0.5304 0.008 0.013 -0.009
H -2.3376 -4.1907 -1.8679 -0.006 -0.012 -0.001
C 0.0464 3.8464 5.4994 -0.002 0.007 0.008
N 0.2648 4.1265 -1.5478 -0.002 -0.022 -0.088
H 1.1183 4.5189 0.3620 0.002 -0.004 0.002
H -3.0198 0.1119 -3.4409 0.010 -0.009 -0.011
C -3.1223 -7.3738 0.1644 0.000 -0.004 0.000
H 2.2605 4.0027 -0.9111 -0.003 -0.003 -0.008
C 5.2544 1.9865 3.4365 0.022 -0.023 0.011
H -3.1062 -1.4922 2.3195 0.003 -0.001 0.011
C 3.5243 2.0601 1.7744 0.000 -0.005 0.042
C 2.7284 -4.3946 0.8134 0.003 0.013 -0.010
H -0.8922 2.3348 1.1434 -0.024 -0.087 -0.022
C 5.6986 -0.5530 -2.6322 0.003 -0.001 0.017
H 1.5993 -1.2635 2.7744 0.012 0.004 -0.005
H -1.3222 3.0474 -3.1020 -0.004 -0.001 -0.005
H -2.6430 1.6284 -4.1093 -0.013 -0.008 -0.007
H 3.0395 -5.2709 0.2599 -0.002 0.002 0.000
C -1.6578 1.1719 -2.3654 -0.028 0.066 0.013
C 3.6834 -0.4253 -1.3461 -0.075 0.254 0.042
C 2.9110 -3.1307 0.2630 -0.003 0.010 -0.021
H 6.1251 0.0587 3.7980 -0.001 0.000 0.002
H -3.3526 -8.2653 0.7323 0.000 0.001 0.002
H 1.4763 1.3834 3.6678 0.034 0.000 -0.024
N -2.6321 1.0291 -3.3022 0.005 0.040 0.038
C -2.8949 -4.9724 0.0552 -0.008 0.022 -0.022
Br -0.5459 -2.6351 -0.2941 -0.021 -0.031 -0.030
H 5.4208 -1.0430 -4.7013 0.001 -0.004 0.002
H -2.6984 -8.4430 -1.6466 -0.003 -0.001 0.002
C 2.5094 -2.0082 0.9737 0.268 0.119 0.043
H 4.1971 3.7694 2.8752 0.011 0.000 0.004
H -0.3225 6.0884 -1.8684 -0.003 -0.003 0.012
H -1.5609 5.1106 -1.0655 -0.005 -0.010 -0.007
C -1.0887 4.0599 4.7350 0.019 -0.019 0.015
H 1.8513 2.7038 5.7415 -0.003 0.001 -0.001
As 2.6256 -0.2187 0.2248 -0.499 -1.195 0.254
H -3.4988 -6.0537 1.8088 0.002 0.000 0.001
C -0.0015 2.7932 -1.5576 -0.017 -0.053 -0.063
C 0.9717 2.8757 5.1355 0.011 0.005 0.003
C 1.9303 -2.1433 2.2329 -0.052 0.016 0.007
C -2.4753 -6.3252 -1.8970 0.002 0.001 0.002
H 2.7738 2.6222 1.2337 0.005 0.009 0.024
H -2.2070 -6.3983 -2.9426 0.000 0.005 -0.001
H -1.8266 4.8004 5.0133 -0.006 -0.003 -0.004
H -1.9632 -0.5398 -1.5751 0.014 -0.009 0.080
C 1.3612 4.5835 -0.7050 0.018 0.003 -0.013
H 6.7752 -0.4881 -2.7086 0.001 0.003 0.006
N -1.3890 0.2894 -1.4712 -0.116 -0.210 0.085
C -0.7826 5.1052 -1.8327 0.003 0.013 0.007
H 2.9722 -1.1642 -4.5646 -0.013 0.003 0.007
C 5.3956 0.6212 3.2305 0.018 0.026 0.014
H 1.2561 2.3330 -0.1784 -0.053 -0.006 0.043
N 0.6524 1.9217 -0.8765 -0.124 -0.083 0.254
S 1.1415 -0.7191 -2.4134 -0.232 -0.017 -0.050
C -2.9857 -3.6802 0.7509 0.058 0.026 0.034
H 1.5764 5.6195 -0.9503 -0.008 0.003 0.012
C -0.3606 2.3425 3.1967 0.022 0.069 -0.041
C 3.5523 -0.9367 -3.6796 -0.005 0.018 -0.003
N -1.6244 -0.4227 1.3350 -0.061 -0.122 -0.151
C -2.3445 -1.4475 1.5398 0.034 0.100 -0.037
C 3.6583 0.6916 1.5719 -0.018 0.192 -0.198
C 5.0682 -0.3328 -1.4196 -0.003 -0.103 0.023
H 2.0162 -5.5167 2.4942 0.000 0.000 0.000
C 1.7564 -3.4051 2.7782 -0.021 0.004 0.000
H 4.7101 -1.0973 2.1500 -0.015 -0.008 -0.004
H -2.5908 2.8153 2.2519 -0.027 -0.039 0.025
C 2.9021 -0.6899 -2.4676 0.124 -0.045 -0.047
H 1.3080 -3.5105 3.7578 0.003 -0.004 0.000
H 3.3576 -3.0275 -0.7189 0.015 0.009 -0.005
Fe 0.2884 0.0461 -0.3708 0.994 1.532 -0.017
H -3.8246 -3.5693 1.4348 0.013 -0.022 0.014
O 0.5234 0.9118 1.4658 -0.159 -0.303 -0.205
C -0.5692 1.5889 1.9015 -0.026 0.067 0.008
C -1.2968 3.2987 3.5932 -0.049 -0.026 0.002
N -1.0247 2.3936 -2.4012 0.086 -0.088 0.030
H 0.2034 4.4372 6.3926 0.000 0.000 -0.001
C -3.2027 -6.1310 0.7695 -0.022 0.005 -0.018
C -2.1574 -2.6356 0.7185 -0.035 -0.261 0.074
C 4.3196 2.7074 2.7077 -0.046 0.002 -0.028
C -2.5431 -5.0811 -1.2894 0.008 -0.014 0.010
H -1.2420 4.9499 -2.8075 0.008 0.008 -0.010
C 4.9327 -0.8647 -3.7517 0.007 0.000 -0.017
O -2.4435 3.5329 2.8805 0.052 0.039 -0.037
C 2.1541 -4.5317 2.0679 -0.003 0.001 -0.022
C 0.7624 2.1315 3.9855 0.015 -0.001 -0.011
C -2.7554 -7.4732 -1.1705 0.003 -0.007 -0.002
C 4.6007 -0.0305 2.2984 -0.025 0.023 -0.003
H 5.8728 2.4881 4.1692 -0.003 0.002 -0.003
H -2.0213 0.5215 3.0551 0.161 -0.060 0.100
N -1.7325 0.6766 2.0958 -0.236 0.193 -0.121